Entry 1:
7 unconnected molecules or ions with the total composition C26H33N7. Source: OMol25; level of theory: ωB97M-V/def2-TZVPD.

XYZ file:
```
66
Properties=species:S:1:pos:R:3:lowdin_charge:R:1
C 0.0745 -44.2477 5.6729 -0.0789
C -0.3357 -44.7807 6.9725 -0.2718
N -0.5901 -45.2662 8.0401 0.1062
H 1.1103 -43.9098 5.7069 0.0835
H -0.5294 -43.3403 5.6841 0.0756
H -0.1677 -44.8371 4.7886 0.0841
N -4.7334 -50.3488 12.9724 0.0135
C -3.5458 -50.6052 12.3136 -0.1390
C -3.2423 -51.9503 12.4259 -0.1097
C -4.2100 -52.5224 13.2946 -0.1158
C -5.0685 -51.5071 13.5994 -0.1835
H -5.2198 -49.4656 13.0324 0.1478
H -3.0108 -49.8215 11.7978 0.1015
H -2.4300 -52.5210 12.0008 0.0879
H -4.3421 -53.4823 13.7716 0.0918
H -5.7825 -51.4863 14.4095 0.1053
N 4.8598 -41.8374 1.2803 -0.0360
C 5.7162 -40.7502 1.0742 -0.0939
C 4.8610 -39.7499 0.4532 -0.1061
C 3.5611 -40.3121 0.2968 -0.1257
C 3.5616 -41.5898 0.8508 -0.1283
H 5.1289 -42.6650 1.7929 0.1365
H 6.7322 -40.7835 1.4390 0.0908
H 5.1960 -38.7779 0.1223 0.0779
H 2.8237 -39.6855 -0.1828 0.0862
H 2.9006 -42.4291 1.0089 0.0990
N -4.6061 -41.7827 -0.0270 0.0109
C -4.9221 -41.5939 -1.3127 -0.1713
C -3.9318 -42.0929 -2.1367 -0.1186
C -2.8662 -42.5240 -1.3150 -0.0952
C -3.3178 -42.2074 -0.0272 -0.1651
H -5.2291 -41.7580 0.7676 0.1575
H -5.9127 -41.2394 -1.5568 0.1057
H -3.8136 -42.1063 -3.2101 0.0895
H -1.9406 -42.9557 -1.6661 0.0905
H -2.7600 -42.5129 0.8457 0.0960
N 0.9201 -40.8788 13.1134 0.0068
C 1.7619 -41.5955 12.3265 -0.1407
C 3.1047 -41.0603 12.3780 -0.0808
C 2.9655 -39.8671 13.1335 -0.1477
C 1.6872 -39.7908 13.5969 -0.1491
H -0.0705 -40.9548 13.2949 0.1450
H 1.3079 -42.4765 11.8974 0.0982
H 4.0335 -41.3858 11.9335 0.0792
H 3.6445 -39.0614 13.3704 0.0916
H 1.2005 -39.0200 14.1761 0.0973
N 1.6502 -38.4907 5.8920 0.0122
C 0.9694 -38.9607 6.8789 -0.1980
C -0.3492 -39.1991 6.5096 -0.1073
C -0.4005 -38.9488 5.1237 -0.1205
C 0.8306 -38.4714 4.7841 -0.1431
H 2.6257 -38.2405 5.8140 0.1610
H 1.4237 -39.2049 7.8277 0.1144
H -1.0595 -39.5812 7.2278 0.0861
H -1.2985 -39.1030 4.5439 0.0916
H 1.1452 -38.1967 3.7881 0.1044
N -5.3005 -42.4293 13.0385 -0.0098
C -5.8640 -42.3479 14.2990 -0.1484
C -5.4808 -43.4392 15.0404 -0.1135
C -4.6955 -44.2791 14.1709 -0.0932
C -4.6130 -43.5869 12.9389 -0.1542
H -5.4855 -41.7987 12.2715 0.1474
H -6.4362 -41.4555 14.5056 0.1020
H -5.7975 -43.6456 16.0520 0.0875
H -4.1741 -45.1811 14.4553 0.0805
H -4.2657 -43.9794 11.9946 0.1020
```

As for the SMILES: c1cc[nH]c1.c1cc[nH]c1.c1cc[nH]c1.c1cc[nH]c1.c1cc[nH]c1.c1cc[nH]c1.CC#N. Its HOMO energy is -8.0359 eV. As for the relative energy (zero: lowest compared OMol25 entry of this formula, charge and spin): 6.2062 eV. For the orbital gap, the calculation gives 8.218 eV.


Entry 2:
2 unconnected molecules or ions with the total composition C26H33OSi. Source: OMol25; level of theory: ωB97M-V/def2-TZVPD.

XYZ file:
```
61
Properties=species:S:1:pos:R:3:lowdin_charge:R:1
C -5.9347 2.4825 -0.4331 -0.0636
C -4.7813 1.6739 -1.0029 -0.6591
C -4.1919 0.7522 0.0724 -0.0483
C -5.2645 0.8012 -2.1559 -0.0646
C -3.8298 2.8068 -1.5148 -0.2213
Si -2.3542 2.3825 -2.5451 0.9822
C -2.4847 1.1020 -3.8947 -0.1549
C -0.9800 3.6114 -2.4447 -0.1600
H 0.0175 -0.8910 -0.6813 0.1104
H -6.3117 3.1543 -1.2079 0.0913
H -6.7537 1.8623 -0.0701 0.0993
H -5.5582 3.1067 0.3797 0.0941
H -3.3486 0.1412 -0.2817 0.0620
H -3.8340 1.3070 0.9469 0.0944
H -4.9700 0.0519 0.4244 0.1058
H -4.4762 0.1718 -2.5877 0.0512
H -6.0575 0.1153 -1.8208 0.1058
H -5.6715 1.4167 -2.9669 0.0985
H -4.4080 3.4282 -2.2396 0.1141
H -3.5260 3.4624 -0.6682 0.1098
H -3.1861 1.5140 -4.6530 0.0744
H -1.4894 0.9331 -4.3603 0.0588
H -2.8670 0.1434 -3.5002 0.0394
H -1.3179 4.4150 -3.1228 0.0646
H -0.8500 4.0374 -1.4340 0.0597
H -0.0284 3.1749 -2.8001 0.0570
C 7.2111 -0.0108 4.2722 -0.0863
C 7.0738 -1.0285 3.3237 -0.0740
C 6.4484 -0.7945 2.0988 -0.0129
C 6.0398 0.5111 1.8050 -0.2550
O 5.4058 0.8307 0.5975 -0.0053
C 4.1450 0.2233 0.5560 -0.2451
C 3.0393 1.0003 0.9083 0.0033
C 1.8044 0.3858 0.9692 -0.0562
C 1.6107 -0.9289 0.5093 -0.2008
C 0.1348 -1.2540 0.3183 -0.1211
C -0.4807 -2.6252 0.3224 -0.2201
C -1.8850 -2.7151 0.2639 -0.0575
C -2.4934 -3.9693 0.1531 -0.0845
C -1.7138 -5.1267 -0.0792 -0.0808
C -0.3210 -5.0238 0.0351 -0.0728
C 0.2806 -3.7953 0.3100 -0.0392
C 2.7206 -1.6612 0.0390 -0.0197
C 4.0040 -1.1474 0.2691 0.0086
C 6.1695 1.5433 2.7402 -0.0115
C 6.6981 1.2695 4.0042 -0.0728
H 7.6902 -0.2164 5.2350 0.1058
H 7.4663 -2.0290 3.5045 0.1077
H 6.3040 -1.5629 1.3458 0.0973
H 3.1904 2.0425 1.1667 0.1210
H 0.9393 0.9313 1.3588 0.1087
H -0.4732 -0.6568 1.0410 0.1241
H -2.5184 -1.8166 0.3408 0.0870
H -3.5899 -4.0596 0.1934 0.1049
H -2.1696 -6.0838 -0.3663 0.1072
H 0.3103 -5.8950 -0.0803 0.1039
H 1.3288 -3.7208 0.5502 0.0913
H 2.6372 -2.6059 -0.5120 0.1123
H 4.8886 -1.7744 0.1892 0.1045
H 5.8357 2.5354 2.4309 0.1194
H 6.7262 2.0714 4.7488 0.1077
```

Its HOMO energy is -10.5210 eV. As for the net charge: +1. For the orbital gap, the calculation gives 5.402 eV.


Entry 3:
A molecular structure, C26H34AsBF2N5S3Tc. Source: OMol25; level of theory: ωB97M-V/def2-TZVPD.

XYZ file:
```
73
Properties=species:S:1:pos:R:3:mulliken_spin:R:1
Tc 1.1869 0.8449 0.7764 2.9220
S 1.1603 3.3278 1.3793 0.1494
C -0.3035 3.3720 0.4436 -0.0238
S -0.7426 1.8001 -0.1744 0.0352
C -1.0288 4.4823 0.1559 0.0434
C -0.6296 5.7686 0.6515 -0.0087
N -0.2822 6.7943 1.0389 0.0204
C -2.2107 4.3570 -0.6540 -0.0022
N -3.1278 4.2047 -1.3329 0.0150
C -0.9013 -0.8024 2.5294 0.0170
N 0.1108 0.2642 2.6836 -0.0774
C -0.5978 1.4138 3.3197 0.0160
C 1.1648 -0.2049 3.6256 0.0127
C 2.4202 0.6067 3.4483 -0.0218
N 2.9965 0.3743 2.0962 -0.0977
C 3.5766 -0.9921 2.0475 0.0606
C 4.0898 1.3554 1.8776 0.0316
H -1.3057 -1.0646 3.5110 0.0033
H -0.4652 -1.6807 2.0681 -0.0064
H -1.7043 -0.4160 1.9135 0.0109
H -1.1117 1.0496 4.2128 0.0030
H -1.3219 1.8246 2.6221 -0.0016
H 0.1024 2.1945 3.5912 -0.0059
H 1.3545 -1.2599 3.4334 0.0010
H 0.8033 -0.1188 4.6524 0.0000
H 3.1541 0.3380 4.2133 0.0039
H 2.2070 1.6712 3.5503 0.0051
H 4.1289 -1.1889 2.9703 0.0074
H 4.2665 -1.0597 1.2135 0.0060
H 2.8023 -1.7460 1.9190 -0.0262
H 4.8535 1.2376 2.6523 0.0010
H 3.6957 2.3686 1.9134 -0.0044
H 4.5446 1.1805 0.9049 -0.0002
F 0.8396 -0.7967 -1.7603 0.0136
B 0.3391 -0.8219 -0.4716 -0.0951
F 0.7225 -1.9776 0.2158 0.0132
C -1.6747 -2.9060 -1.7524 -0.0005
As -1.7594 -1.0958 -1.0870 0.0174
C -2.1409 -0.0849 -2.6826 0.0013
C -3.4241 -1.0176 -0.0588 -0.0025
C -4.5677 -1.6146 -0.8305 0.0003
C -4.8943 -2.9603 -0.6805 -0.0002
C -5.9306 -3.5204 -1.4134 0.0002
C -6.6538 -2.7377 -2.3045 -0.0001
C -6.3415 -1.3931 -2.4523 0.0001
C -5.3050 -0.8341 -1.7177 0.0001
H -2.5745 -3.1275 -2.3205 -0.0002
H -1.5770 -3.6075 -0.9267 -0.0001
H -0.7964 -2.9793 -2.3904 0.0003
H -2.9351 -0.5876 -3.2311 0.0001
H -1.2348 -0.0552 -3.2839 0.0009
H -2.4401 0.9294 -2.4314 -0.0015
H -3.5900 0.0387 0.1569 0.0003
H -3.2626 -1.5434 0.8796 0.0002
H -4.3361 -3.5737 0.0193 0.0000
H -6.1788 -4.5664 -1.2837 0.0000
H -7.4659 -3.1719 -2.8734 0.0000
H -6.9122 -0.7744 -3.1334 0.0000
H -5.0761 0.2211 -1.8250 -0.0002
S 3.5734 2.7475 -2.6973 0.0133
C 2.4430 2.4868 -1.4660 0.0506
N 2.4405 1.2997 -0.9182 -0.1549
C 3.3983 0.4702 -1.5374 -0.0076
C 3.6319 -0.8804 -1.2838 0.0397
C 4.6297 -1.5218 -1.9840 0.0134
C 5.3930 -0.8470 -2.9475 -0.0016
C 5.1477 0.4767 -3.2350 0.0028
C 4.1381 1.1214 -2.5208 0.0032
H 1.7882 3.2858 -1.1511 0.0117
H 3.0095 -1.4278 -0.5898 -0.0071
H 4.8124 -2.5732 -1.8020 0.0002
H 6.1682 -1.3769 -3.4855 0.0000
H 5.7112 1.0010 -3.9956 0.0001
```

Its HOMO energy (alpha / beta) is -10.7687 / -10.9877 eV. As for the net charge: +1. As for the multiplicity: 4. Its expectation value of S² is 3.775. For the orbital gap (alpha / beta), the calculation gives 8.178 / 7.010 eV.


Entry 4:
A molecular structure, C26H34BBeBr6Cl2F3NNaO13. Source: OMol25; level of theory: ωB97M-V/def2-TZVPD.

XYZ file:
```
88
Properties=species:S:1:pos:R:3:lowdin_charge:R:1
C -0.3595 -1.6931 0.8500 -0.1588
C -0.8567 -2.4662 -0.3649 -0.8026
Br -2.1188 -1.5657 -1.5036 0.8848
C -0.4399 -3.7318 -0.5962 -0.7047
Br -1.1314 -4.6517 -2.1377 0.7896
C 0.4760 -4.5503 0.2552 -0.2754
C 1.5263 -4.0746 1.0159 -0.1152
C 2.3378 -4.8658 1.7773 0.0070
C 2.1237 -6.2028 1.7732 -0.0955
C 1.0846 -6.6898 1.0087 -0.0844
C 0.2669 -5.9204 0.2677 -0.0145
C 1.1003 -8.1979 1.2151 -0.3539
O 0.5352 -9.0292 0.5573 0.1480
N 1.9280 -8.4400 2.3628 0.1451
C 2.8376 -7.3309 2.4823 -0.3457
O 3.9211 -7.3475 3.0089 0.1401
H 0.6040 -1.1836 0.5493 0.0156
H -0.1168 -2.3150 1.7105 0.0515
H -1.0085 -0.8688 1.1346 0.0795
H 1.7202 -3.0091 1.0478 0.0278
H 3.1370 -4.4607 2.3836 0.1351
H -0.5051 -6.4083 -0.3077 0.0920
H 1.2965 -8.5702 3.1465 0.1537
Be 1.6662 -2.1587 -0.8924 0.6518
C 4.9071 3.1274 -1.9498 -0.1219
O 3.7023 2.9971 -2.6693 -0.2001
C 3.2084 1.6657 -2.7464 -0.1899
C 1.7258 1.5762 -2.4374 -0.1799
O 1.3637 1.8602 -1.0920 -0.1379
C 1.4729 3.1978 -0.6264 -0.1845
C 0.5462 4.2073 -1.2768 -0.1938
O 0.9402 4.4927 -2.6064 -0.2291
C -0.1506 4.6125 -3.5218 -0.0969
H 5.7672 2.9305 -2.5999 0.0859
H 4.9707 4.1546 -1.5867 0.0821
H 4.9394 2.4594 -1.0834 0.0856
H 3.7597 1.0020 -2.0713 0.1153
H 3.3655 1.3185 -3.7748 0.1289
H 1.4283 0.5354 -2.5990 0.1036
H 1.1321 2.1663 -3.1347 0.1210
H 2.5111 3.5345 -0.6670 0.1083
H 1.2052 3.1504 0.4330 0.1240
H 0.5998 5.1426 -0.7022 0.1255
H -0.4820 3.8366 -1.2417 0.1325
H -0.9395 3.8831 -3.3228 0.0995
H 0.2358 4.4283 -4.5244 0.0844
H -0.5614 5.6225 -3.4795 0.0514
C -2.7013 -2.6084 6.4063 -0.0035
C -1.7562 -3.5135 5.6585 -0.2940
C -0.7482 -2.8005 4.7990 -0.0482
O -0.4929 -3.7916 3.7775 0.0955
C -1.5855 -4.5322 3.6818 -0.5729
O -1.7579 -5.3312 2.7647 -0.1346
O -2.4473 -4.3086 4.6619 0.0611
H -3.3862 -3.1957 7.0171 0.0945
H -2.1512 -1.9299 7.0571 0.1002
H -3.3117 -2.0252 5.7157 0.1017
H -1.2680 -4.2027 6.3520 0.1664
H 0.1641 -2.5469 5.3313 0.1513
H -1.1446 -1.9042 4.3180 0.1493
Cl 1.0014 7.4792 -5.1454 0.6645
C 2.3801 7.2275 -4.0681 -0.6482
C 3.0642 8.5384 -3.8140 -0.6075
Cl 3.8714 9.1576 -5.3055 0.5720
H 3.0455 6.4899 -4.5124 0.0830
H 2.0023 6.8168 -3.1309 0.0775
H 3.8367 8.4334 -3.0530 0.0793
H 2.3502 9.2885 -3.4806 0.0719
Br -3.2659 -6.8236 3.2979 0.5895
B -2.8762 9.7479 -5.8873 -1.0568
O -3.7741 10.1753 -4.7795 0.2112
C -3.7390 9.2580 -3.8294 -0.4187
O -4.3470 9.3014 -2.7949 0.1275
C -2.7914 8.1455 -4.2613 -0.4173
O -2.5206 7.1604 -3.6260 0.1155
O -2.3027 8.4412 -5.4510 0.1848
F -1.8461 10.6846 -6.0675 0.1094
F -3.5935 9.5924 -7.0646 0.1449
C -3.0637 -9.7059 6.7780 -1.6132
Br -2.0129 -11.0496 5.8912 0.5935
Br -2.9827 -8.0123 5.8267 0.4997
Br -4.8804 -10.2725 7.0505 0.5975
H -2.6259 -9.5469 7.7546 -0.0285
Na 4.0111 11.8276 -4.8215 0.7578
O -6.7167 -5.0822 2.6968 -0.0643
H -6.1553 -5.0137 3.4744 0.0078
H -6.1121 -5.3260 1.9888 0.0215
F -3.4044 -0.1024 -2.7979 -0.8055
```

Its HOMO energy is -7.1559 eV. As for the relative energy (zero: lowest compared OMol25 entry of this formula, charge and spin): 1.0613 eV. For the orbital gap, the calculation gives 1.959 eV.